(1)
ORCA calculation (the ωB97M-V functional and the def2-TZVPD basis) on a cluster of 2 separate species, C3H11NO2S in total.

Element x y z (Å)
N 0.516 0.746 0.866
C 0.769 -0.377 -0.029
C 0.827 0.007 -1.508
O 1.692 1.070 -1.797
C -0.212 -1.541 0.144
S -1.327 -1.493 1.592
H -0.316 1.291 0.599
H 1.309 1.379 0.794
H 1.764 -0.721 0.251
H -0.154 0.326 -1.837
H 1.066 -0.886 -2.095
H 2.609 0.952 -1.515
H 0.312 -2.475 0.282
H -0.866 -1.637 -0.717
H -0.449 -1.844 2.533
O -2.237 2.000 0.772
H -2.850 1.686 0.087
H -2.451 1.518 1.579

Results
- SMILES = N[C@H](CO)CS.O
- total charge = 0
- E_LUMO (eV) = 0.7
- frontier orbital gap (eV) = 9.50
- ΔE to the lowest compared entry with this formula, charge and spin (eV) = 0.275
- calculated total energy (Ha) = -724.3016

***

(2)
ORCA calculation (the ωB97M-V functional and the def2-TZVPD basis) on a cluster of 2 separate species, C3H11NO2Si in total.

Element x y z (Å)
C 0.048 -2.280 0.760
C -0.882 2.977 1.390
C 0.404 -0.368 -2.418
N -0.125 -0.916 1.107
O -0.490 1.680 1.114
O 0.037 0.653 -1.447
Si -0.017 0.504 0.148
H -0.658 -2.368 -0.131
H 1.018 -2.503 0.294
H -0.167 -2.896 1.668
H -0.676 3.078 2.433
H -1.904 3.157 1.115
H -0.428 3.647 0.775
H 1.274 -1.010 -2.233
H 0.664 0.136 -3.332
H -0.546 -0.958 -2.568
H -0.079 -0.626 2.057
H 2.526 -1.906 -0.731

Results
- total charge = 0
- E_LUMO (alpha / beta) (eV) = -0.4 / -0.2
- frontier orbital gap (alpha / beta) (eV) = 5.02 / 6.59
- ΔE to the lowest compared entry with this formula, charge and spin (eV) = 6.778
- calculated total energy (Ha) = -615.4997

***

(3)
ORCA calculation (the ωB97M-V functional and the def2-TZVPD basis) on a cluster of 2 separate species, C3H11NO3 in total.

Element x y z (Å)
O 0.756 0.484 -1.357
C 0.134 -0.750 -1.037
C 0.861 -1.394 0.099
N 0.770 -0.725 1.393
C 0.244 0.621 1.508
O -0.077 0.858 2.855
H 0.096 1.072 -1.754
H 0.205 -1.462 -1.882
H -0.933 -0.658 -0.855
H 1.904 -1.508 -0.234
H 0.497 -2.420 0.180
H 1.656 -0.725 1.871
H -0.622 0.742 0.860
H 0.954 1.409 1.240
H -0.656 0.130 3.142
O -2.065 0.712 -2.822
H -2.500 0.631 -3.679
H -2.789 1.020 -2.262

Results
- SMILES = OCCNCO.O
- total charge = 0
- E_LUMO (eV) = 0.4
- frontier orbital gap (eV) = 9.07
- ΔE to the lowest compared entry with this formula, charge and spin (eV) = 1.842
- calculated total energy (Ha) = -401.3454

***

(4)
ORCA calculation (the ωB97M-V functional and the def2-TZVPD basis) on a cluster of 3 separate species, C3H11NO3 in total.

Element x y z (Å)
N -0.500 -1.383 1.182
C -0.992 -0.021 1.481
C -2.447 0.098 1.029
C -3.095 1.434 1.323
O -4.278 1.536 1.487
H -0.346 -1.457 0.181
H 0.451 -1.462 1.538
H -0.452 0.733 0.904
H -0.987 0.074 2.566
H -2.576 -0.068 -0.046
H -3.088 -0.607 1.504
H -2.452 2.335 1.395
O 3.233 1.871 -3.230
H 2.624 1.390 -3.792
H 3.894 2.300 -3.780
O 3.943 -2.006 -1.370
H 3.434 -2.626 -1.905
H 3.633 -2.139 -0.468

Results
- SMILES = NCCC=O.O.O
- total charge = 0
- E_LUMO (eV) = 0.4
- frontier orbital gap (eV) = 10.11
- ΔE to the lowest compared entry with this formula, charge and spin (eV) = 1.905
- calculated total energy (Ha) = -401.3430

***

(5)
ORCA calculation (the ωB97M-V functional and the def2-TZVPD basis) on a cluster of 3 separate species, C3H11NO3 in total.

Element x y z (Å)
N 1.194 -0.541 -1.048
C 0.528 -0.093 0.146
C 1.539 0.486 1.168
C 1.246 1.954 1.467
O 0.127 2.399 1.545
H 0.623 -0.832 -1.817
H 2.044 -0.061 -1.284
H -0.163 0.716 -0.020
H 0.057 -0.917 0.619
H 2.588 0.490 0.863
H 1.455 -0.046 2.118
H 2.024 2.738 1.394
O -2.228 -2.280 0.241
H -1.495 -2.898 0.316
H -1.901 -1.635 -0.399
O -1.554 -0.835 -2.288
H -2.183 -1.240 -2.890
H -1.518 0.114 -2.382

Results
- SMILES = NCCC=O.O.O
- total charge = 0
- E_LUMO (eV) = 0.5
- frontier orbital gap (eV) = 9.45
- ΔE to the lowest compared entry with this formula, charge and spin (eV) = 1.916
- calculated total energy (Ha) = -401.3427

***

(6)
ORCA calculation (the ωB97M-V functional and the def2-TZVPD basis) on a cluster of 3 separate species, C3H11NO3S in total.

Element x y z (Å)
C -0.560 -0.068 -0.257
C -0.580 -0.355 -1.766
S 0.002 -1.949 -2.583
C -1.721 0.970 0.008
N -1.283 1.805 0.999
O -2.889 1.010 -0.582
H -0.521 -0.908 0.331
H 0.506 0.287 -0.044
H -1.645 -0.404 -2.092
H -0.172 0.532 -2.221
H 0.936 -2.559 -1.850
H -0.395 1.704 1.364
H -1.765 2.518 1.430
H 0.640 -3.002 0.975
H 1.657 -1.987 1.554
O 1.010 -2.175 0.833
H 2.396 1.172 1.921
H 2.543 1.954 0.769
O 1.839 1.456 1.212

Results
- 2S+1 = 2
- total charge = -1
- E_LUMO (alpha / beta) (eV) = 3.1 / 3.0
- frontier orbital gap (alpha / beta) (eV) = 2.78 / 9.05
- ΔE to the lowest compared entry with this formula, charge and spin (eV) = 1.147
- calculated total energy (Ha) = -799.5159

***

(7)
ORCA calculation (the ωB97M-V functional and the def2-TZVPD basis) on a cluster of 3 separate species, C3H11NO3S in total.

Element x y z (Å)
C 1.515 -0.222 -0.584
C 2.032 -1.367 -1.463
S 3.773 -2.011 -1.074
N 0.106 0.054 -0.952
C -0.400 1.264 -0.285
O -0.760 1.055 1.050
H 1.605 -0.382 0.502
H 2.085 0.656 -0.843
H 2.221 -0.945 -2.438
H 1.441 -2.254 -1.241
H -0.458 -0.699 -0.577
H -1.252 1.654 -0.858
H 0.422 1.998 -0.341
H -3.598 1.045 1.423
H -2.154 1.460 1.021
O -3.166 1.786 0.986
H -1.235 -0.324 1.539
H -0.679 -1.488 2.299
O -1.499 -1.279 1.834

Results
- total charge = -2
- E_LUMO (eV) = 6.1
- frontier orbital gap (eV) = 5.91
- ΔE to the lowest compared entry with this formula, charge and spin (eV) = 0.544
- calculated total energy (Ha) = -799.5307

***

(8)
ORCA calculation (the ωB97M-V functional and the def2-TZVPD basis) on a cluster of 3 separate species, C3H11NO4 in total.

Element x y z (Å)
N -0.878 0.594 -0.411
C -0.052 0.211 0.580
O -0.110 -0.889 1.105
C 1.237 1.017 1.085
C 1.268 2.404 0.470
O 0.029 3.100 0.616
H -1.443 -0.187 -0.686
H -0.945 1.543 -0.716
H 1.018 1.054 2.146
H 2.082 0.360 0.878
H 2.029 2.961 1.053
H 1.364 2.461 -0.632
H -0.531 2.716 1.288
O 1.035 -6.482 0.749
H 0.722 -6.997 -0.006
H 0.759 -5.590 0.535
O -2.849 0.497 -2.571
H -2.144 -0.151 -2.675
H -2.591 1.377 -2.809

Results
- SMILES = NC(=O)CCO.O.O
- total charge = 0
- E_LUMO (eV) = 0.4
- frontier orbital gap (eV) = 10.03
- ΔE to the lowest compared entry with this formula, charge and spin (eV) = 2.042
- calculated total energy (Ha) = -476.6026

***

(9)
ORCA calculation (the ωB97M-V functional and the def2-TZVPD basis) on a structure of composition C3H11NOP.

Element x y z (Å)
C -2.411 1.243 0.180
C 2.876 0.211 0.004
C -1.959 -0.136 -0.089
N 2.012 -0.959 0.161
O -2.767 -1.136 0.006
P -0.183 -0.527 -0.031
H -3.487 1.322 0.332
H -2.121 1.891 -0.650
H -1.896 1.639 1.057
H 2.847 0.539 -1.034
H 2.510 1.011 0.646
H 3.908 -0.011 0.276
H 2.116 -1.333 1.105
H 2.307 -1.698 -0.475
H -3.683 -0.929 0.274
H 0.203 0.484 -0.884
H -0.272 -1.611 -0.878

Results
- total charge = +1
- E_LUMO (eV) = -4.4
- frontier orbital gap (eV) = 8.61
- ΔE to the lowest compared entry with this formula, charge and spin (eV) = 2.793
- calculated total energy (Ha) = -591.9455

***

(10)
ORCA calculation (the ωB97M-V functional and the def2-TZVPD basis) on a cluster of 2 separate species, C3H11NOP in total.

Element x y z (Å)
C -0.177 1.374 0.909
C -1.792 -1.245 -0.636
C 0.297 0.354 -0.062
N -0.548 -1.025 0.192
O 0.271 0.685 -1.322
P 3.147 -0.714 -0.079
H -0.012 2.337 0.535
H 0.371 1.427 1.881
H -1.300 1.303 1.069
H -2.497 -0.384 -0.529
H -1.397 -1.364 -1.682
H -2.386 -2.120 -0.360
H 0.135 -1.758 -0.017
H -0.529 -0.866 1.163
H 0.054 1.650 -1.451
H 3.156 -0.130 1.116
H 3.206 0.478 -0.729

Results
- total charge = +1
- E_LUMO (alpha / beta) (eV) = -4.7 / -4.7
- frontier orbital gap (alpha / beta) (eV) = 8.45 / 7.76
- ΔE to the lowest compared entry with this formula, charge and spin (eV) = 5.410
- calculated total energy (Ha) = -591.8493

***

(11)
ORCA calculation (the ωB97M-V functional and the def2-TZVPD basis) on a cluster of 2 separate species, C3H11NOS in total.

Element x y z (Å)
C -2.085 4.015 -1.743
S -1.316 3.399 -0.177
C 0.309 3.167 -0.844
H -2.124 3.270 -2.531
H -3.102 4.328 -1.513
H -1.551 4.930 -1.977
H 0.268 2.474 -1.694
H 1.019 2.743 -0.145
H 0.776 4.024 -1.346
N 0.685 -5.114 0.198
C 1.231 -4.763 1.447
O 2.376 -3.918 1.489
H 0.898 -5.962 -0.275
H -0.007 -4.504 -0.204
H 1.601 -5.655 1.942
H 0.450 -4.390 2.117
H 2.188 -2.985 1.295

Results
- SMILES = CSC.NCO
- total charge = 0
- E_LUMO (eV) = 0.7
- frontier orbital gap (eV) = 9.32
- ΔE to the lowest compared entry with this formula, charge and spin (eV) = 1.017
- calculated total energy (Ha) = -649.0447

***

(12)
ORCA calculation (the ωB97M-V functional and the def2-TZVPD basis) on a cluster of 2 separate species, C3H11NOS in total.

Element x y z (Å)
N 2.113 1.914 -0.769
C 1.288 0.698 -0.908
C -0.156 0.759 -0.115
C -0.947 -0.491 -0.671
S -2.644 -0.456 0.370
H 3.004 1.828 -1.326
H 1.626 2.828 -1.078
H 1.842 -0.139 -0.331
H 0.917 0.523 -1.931
H -0.831 1.546 -0.304
H -0.019 0.640 0.928
H -1.344 -0.297 -1.697
H -0.498 -1.503 -0.675
H -2.312 -1.470 1.106
O 2.461 -1.521 1.401
H 2.191 -1.212 2.303
H 2.145 -2.480 1.430

Results
- SMILES = NCCCS.O
- total charge = 0
- E_LUMO (eV) = 0.5
- frontier orbital gap (eV) = 9.36
- ΔE to the lowest compared entry with this formula, charge and spin (eV) = 1.551
- calculated total energy (Ha) = -649.0250

***

(13)
ORCA calculation (the ωB97M-V functional and the def2-TZVPD basis) on a cluster of 2 separate species, C3H11NOS in total.

Element x y z (Å)
C 0.113 1.564 -1.101
N 0.532 0.345 -0.329
C -0.056 -0.912 -0.816
C 0.382 -1.986 0.196
S -0.350 -1.960 1.899
H -0.753 2.050 -0.653
H -0.268 1.220 -2.071
H 0.988 2.191 -1.217
H 1.527 0.315 -0.518
H -1.133 -0.790 -0.858
H 0.385 -1.207 -1.771
H 0.078 -2.984 -0.099
H 1.455 -1.905 0.338
H -0.253 -0.680 2.341
O -0.935 1.692 1.940
H -1.591 1.536 1.278
H -0.123 1.511 1.440

Results
- SMILES = CNCCS.O
- total charge = 0
- E_LUMO (eV) = 0.8
- frontier orbital gap (eV) = 9.65
- ΔE to the lowest compared entry with this formula, charge and spin (eV) = 0.840
- calculated total energy (Ha) = -649.0511

***

(14)
ORCA calculation (the ωB97M-V functional and the def2-TZVPD basis) on a cluster of 2 separate species, C3H11NOS2 in total.

Element x y z (Å)
S -2.764 -2.774 -1.117
S -0.903 -2.985 -0.281
C -0.318 -1.492 -0.749
C 0.125 -0.693 0.626
N -1.067 -0.165 1.178
C -1.913 0.864 0.547
H -2.854 -4.108 -1.244
H -1.032 -0.724 -1.224
H 0.610 -1.563 -1.212
H 0.788 -1.568 1.179
H 0.860 0.114 0.448
H -1.138 -0.152 2.196
H -2.780 1.425 1.089
H -1.197 1.576 0.247
H -2.339 0.460 -0.507
H 5.625 3.655 -1.057
H 4.703 4.273 -0.103
O 5.594 3.857 -0.018

Results
- 2S+1 = 2
- total charge = -1
- E_LUMO (alpha / beta) (eV) = 2.4 / 2.3
- frontier orbital gap (alpha / beta) (eV) = 1.85 / 5.61
- ΔE to the lowest compared entry with this formula, charge and spin (eV) = 3.782
- calculated total energy (Ha) = -1047.1314